Molecular formula: C26H32N4O6S
Method: DFT, the ωB97M-V functional and the def2-TZVPD basis

Each atom is followed by the atoms it is bonded to, with distances in Å.
Atoms and positions in Å:
1 C 2.05875 4.29910 -0.80507  C2 1.521, H38 1.087, H39 1.086, H40 1.087
2 C 0.56892 4.02591 -0.94843  C1 1.521, O3 1.417, H41 1.097, H42 1.098
3 O 0.31555 2.77285 -0.33681  C2 1.417, C4 1.362
4 C -0.96170 2.30714 -0.26094  O3 1.362, C5 1.386, C18 1.413
5 C -2.04730 2.82932 -0.94732  C4 1.386, C6 1.388, H43 1.078
6 C -3.29242 2.22526 -0.83588  C5 1.388, C7 1.377, H44 1.078
7 C -3.44522 1.11471 -0.03551  C6 1.377, S8 1.791, C17 1.383
8 S -5.05378 0.34434 0.13284  C7 1.791, O9 1.434, O10 1.441, N11 1.668
9 O -5.58676 0.65054 1.42831  S8 1.434
10 O -5.84298 0.71716 -1.01322  S8 1.441
11 N -4.60963 -1.26296 0.12677  S8 1.668, C12 1.446, C16 1.447
12 C -4.26349 -1.77341 -1.18084  N11 1.446, C13 1.529, H45 1.092, H46 1.096
13 C -5.49425 -2.22147 -1.96966  C12 1.529, C14 1.527, H47 1.091, H48 1.091
14 C -6.29868 -3.22616 -1.14781  C13 1.527, C15 1.527, H49 1.092, H50 1.094
15 C -6.67400 -2.60352 0.19532  C14 1.527, C16 1.528, H51 1.092, H52 1.091
16 C -5.40847 -2.16329 0.92971  N11 1.447, C15 1.528, H53 1.090, H54 1.095
17 C -2.38528 0.59287 0.68353  C7 1.383, C18 1.384, H55 1.076
18 C -1.13771 1.18304 0.57769  C4 1.413, C17 1.384, N19 1.396
19 N -0.00847 0.73546 1.26533  C18 1.396, C20 1.356, H56 1.016
20 C 0.20484 -0.49439 1.79407  N19 1.356, O21 1.207, C22 1.540
21 O -0.60188 -1.39097 1.84231  C20 1.207
22 C 1.64119 -0.64520 2.32792  C20 1.540, N23 1.445, H57 1.092, H58 1.093
23 N 2.62107 -0.28990 1.32692  C22 1.445, C24 1.398, C36 1.369
24 C 3.06215 1.01842 1.10951  N23 1.398, O25 1.209, N26 1.346
25 O 2.68325 1.98838 1.72326  C24 1.209
26 N 3.96047 0.96537 0.10819  C24 1.346, C27 1.445, H59 1.006
27 C 4.05848 -0.34268 -0.49771  N26 1.445, C28 1.544, C30 1.517, C36 1.534
28 C 3.47992 -0.32600 -1.92883  C27 1.544, C29 1.526, H60 1.093, H61 1.089
29 C 2.01420 0.09548 -1.96432  C28 1.526, H62 1.087, H63 1.088, H64 1.088
30 C 5.46738 -0.90450 -0.48341  C27 1.517, C31 1.388, C35 1.390
31 C 6.55181 -0.13049 -0.09351  C30 1.388, C32 1.384, H65 1.079
32 C 7.82897 -0.66489 -0.10109  C31 1.384, C33 1.383, H66 1.080
33 C 8.03425 -1.97667 -0.48930  C32 1.383, C34 1.385, H67 1.080
34 C 6.95319 -2.75714 -0.86263  C33 1.385, C35 1.383, H68 1.079
35 C 5.67653 -2.22575 -0.86205  C30 1.390, C34 1.383, H69 1.078
36 C 3.15156 -1.17002 0.42263  N23 1.369, C27 1.534, O37 1.201
37 O 2.93630 -2.35010 0.37445  C36 1.201
38 H 2.35829 4.13045 0.22652  C1 1.087
39 H 2.27745 5.32566 -1.08287  C1 1.086
40 H 2.62605 3.63159 -1.44938  C1 1.087
41 H -0.01590 4.80576 -0.44474  C2 1.097
42 H 0.28367 3.99767 -2.00830  C2 1.098
43 H -1.93367 3.69564 -1.57889  C5 1.078
44 H -4.14617 2.60322 -1.37442  C6 1.078
45 H -3.73859 -0.97279 -1.70691  C12 1.092
46 H -3.57247 -2.61139 -1.03733  C12 1.096
47 H -6.10675 -1.34261 -2.17580  C13 1.091
48 H -5.18104 -2.66190 -2.91791  C13 1.091
49 H -7.19827 -3.51957 -1.69206  C14 1.092
50 H -5.69804 -4.12390 -0.97697  C14 1.094
51 H -7.30122 -1.72536 0.02822  C15 1.092
52 H -7.22763 -3.31570 0.80935  C15 1.091
53 H -5.65496 -1.62468 1.84497  C16 1.090
54 H -4.78515 -3.02936 1.17693  C16 1.095
55 H -2.53342 -0.27068 1.30833  C17 1.076
56 H 0.73860 1.42251 1.31551  N19 1.016
57 H 1.79767 -1.68907 2.60736  C22 1.092
58 H 1.77929 0.00824 3.19364  C22 1.093
59 H 4.32133 1.79786 -0.32574  N26 1.006
60 H 4.08610 0.35774 -2.52909  C28 1.093
61 H 3.58123 -1.32550 -2.35032  C28 1.089
62 H 1.67857 0.16989 -2.99580  C29 1.087
63 H 1.39101 -0.63948 -1.45884  C29 1.088
64 H 1.86182 1.06086 -1.48548  C29 1.088
65 H 6.40726 0.89005 0.22697  C31 1.079
66 H 8.66452 -0.05147 0.20155  C32 1.080
67 H 9.03100 -2.39121 -0.49340  C33 1.080
68 H 7.10268 -3.78575 -1.15402  C34 1.079
69 H 4.83600 -2.84639 -1.12866  C35 1.078

## Properties
Electronic energy ... -56564.305 eV
F_max ... 0.0211 hartree/bohr
SMILES ... CCOc1ccc(S(=O)(=O)N2CCCCC2)cc1NC(=O)CN1C(=O)N[C@@](CC)(c2ccccc2)C1=O
Kohn-Sham gap ... 9.0 eV
ΔE to the lowest compared entry with this formula, charge and spin ... 1.02 kcal/mol

Just the Mulliken charges please, in e? Sure, here they are:
1 C -1.177
2 C -0.708
3 O -0.023
4 C 0.932
5 C -0.873
6 C -0.765
7 C -0.455
8 S 1.446
9 O -0.769
10 O -0.711
11 N 0.075
12 C -0.980
13 C -0.521
14 C -0.766
15 C -0.460
16 C -1.041
17 C -0.034
18 C -0.188
19 N 0.046
20 C 0.786
21 O -0.648
22 C -1.166
23 N 0.384
24 C -0.066
25 O -0.641
26 N 0.193
27 C 1.960
28 C -0.687
29 C -1.218
30 C -0.771
31 C -0.155
32 C -0.839
33 C -0.396
34 C -0.958
35 C -0.210
36 C -0.167
37 O -0.643
38 H 0.238
39 H 0.476
40 H 0.184
41 H 0.533
42 H 0.433
43 H 0.414
44 H 0.519
45 H 0.411
46 H 0.443
47 H 0.275
48 H 0.387
49 H 0.375
50 H 0.298
51 H 0.285
52 H 0.380
53 H 0.488
54 H 0.413
55 H 0.547
56 H 0.155
57 H 0.394
58 H 0.375
59 H 0.418
60 H 0.485
61 H 0.411
62 H 0.592
63 H 0.271
64 H 0.039
65 H 0.371
66 H 0.408
67 H 0.392
68 H 0.396
69 H 0.406